*A*
Formula: C2H2FI
Source: the Open Molecules 2025 dataset
Level of theory: wB97M-V/def2-TZVPD

```
6
Properties=species:S:1:pos:R:3:nbo_charge:R:1
C 0.7472 -0.4311 -0.1202 -0.5362
C -0.5096 -0.1797 0.0622 0.1291
F -0.6332 2.0749 -0.0464 -0.6093
I -2.4264 -0.7762 -0.0478 0.4327
H 1.3844 -1.1996 0.0755 0.2637
H 1.4375 0.5118 0.0766 0.3199
```

The spin multiplicity is 1.

***

*B*
Formula: C2H2FI
Source: the Open Molecules 2025 dataset
Level of theory: wB97M-V/def2-TZVPD

```
6
Properties=species:S:1:pos:R:3:nbo_charge:R:1
C -2.7303 -0.0554 -0.6217 0.3642
C 0.3660 0.1618 -0.1799 -0.5065
F -2.7224 0.7243 -1.7157 -0.3699
I 0.9572 1.1588 -1.8994 0.1486
H -0.3885 -0.6074 -0.4046 0.1913
H 0.5247 0.6707 0.6771 0.1723
```

The spin multiplicity is 1.

***

On energetic grounds, *A* is preferred over the next structure by 1.711 eV.